Here is a 17-piece molecular cluster, C3H40O17 overall at a distorted geometry from the OMol25 dataset. Energies are from ωB97M-V/def2-TZVPD.

Structure (XYZ):
```
60
Properties=species:S:1:pos:R:3:mulliken_charge:R:1
O -0.846 -1.191 -4.224 -0.698
O 1.573 -1.887 -1.890 -0.839
O -1.694 -1.751 3.281 -0.594
O 3.640 1.221 1.731 -0.703
O 0.363 0.418 -2.429 -0.486
O 0.618 -2.986 0.792 -0.556
O 2.128 -1.680 2.604 -0.694
O -0.240 1.045 0.777 -0.268
O 3.809 -3.288 -0.879 -0.646
O 2.364 0.399 -0.422 -0.522
O -0.957 2.096 2.977 -0.708
O 1.571 2.610 2.017 -0.890
O -1.460 -1.297 0.238 -0.644
O -3.533 1.676 -1.768 -0.708
O 0.232 -0.063 3.722 -0.801
O -3.652 0.956 0.915 -0.576
O -0.820 -2.508 -1.951 -0.553
C -1.706 2.664 -2.682 -0.868
C -2.107 1.412 -1.900 1.012
C -0.318 3.077 -2.354 -0.808
H 3.039 1.821 2.176 0.364
H 3.529 -3.330 0.121 0.309
H -0.447 2.794 2.748 0.294
H 3.301 -0.125 -0.602 0.330
H -0.352 4.103 -2.572 0.506
H 1.089 -2.648 -1.976 0.360
H -4.016 1.715 -2.560 0.297
H -1.166 -2.000 -1.253 0.504
H -1.657 1.508 -0.875 -0.366
H -2.476 -2.006 3.796 0.267
H 4.478 1.844 1.626 0.296
H -1.680 1.967 2.252 0.350
H 1.767 2.939 1.166 0.396
H 2.490 0.522 0.483 0.225
H 0.368 0.912 0.059 -0.150
H -1.916 2.675 -3.775 0.443
H -3.643 1.184 -0.048 0.398
H 1.131 0.954 -2.688 0.350
H -0.477 -0.564 -3.554 0.340
H 2.884 -1.154 2.570 0.223
H 1.433 -1.578 -0.912 0.257
H 0.716 1.896 1.806 0.454
H 0.393 2.720 -3.081 0.138
H -0.127 0.685 3.053 0.438
H 0.191 -3.845 1.156 0.258
H -4.562 0.880 1.186 0.245
H -0.695 -1.682 0.517 0.118
H 0.031 2.708 -1.318 -0.086
H 0.814 -0.417 -2.320 0.264
H -2.171 -1.510 0.985 0.371
H -1.406 -0.921 3.591 0.318
H 0.459 0.467 4.516 0.285
H -2.452 3.497 -2.490 0.357
H -0.907 -0.651 -5.045 0.299
H -1.222 -2.426 -2.756 0.283
H 1.435 -1.233 3.164 0.400
H -0.570 0.072 0.742 0.414
H -1.888 0.478 -2.391 0.242
H 1.025 -2.585 1.541 0.379
H 3.265 -2.755 -1.368 0.384
```

energy above the lowest of the compared OMol25 structures with the same formula, charge and spin	6.402	eV
LUMO energy	0.15	eV
gap between HOMO and LUMO	10.33	eV